24
Properties=species:S:1:pos:R:3 method="wB97M-V/def2-TZVPD" homo_lumo_gap_ev=8.290 homo_energy_ev=-12.5 charge=+1 spin_multiplicity=1
N -1.59244 0.40667 0.70607
N 0.75054 -0.25716 -0.45517
C 0.89463 -0.44814 -1.86593
C -1.88727 -1.05247 0.55827
C 1.17574 0.88474 -0.13512
C 2.65485 -1.64225 0.15299
C -1.60303 0.97314 2.04680
C 3.18345 -0.67952 -0.41316
C -1.38402 1.04641 -0.35587
H 0.15311 -1.18696 -2.25054
H -1.85750 2.00367 2.02838
H -1.54969 0.59254 -1.42552
H -1.12095 -1.66175 0.86714
H 0.79139 0.59337 -2.32545
H 2.00653 -2.30505 0.70516
H 1.93065 -0.70654 -2.23294
H 1.25828 1.05998 0.99332
H -2.87163 -1.27585 1.09374
H -0.43320 0.87762 2.34084
H -1.48404 2.08043 -0.16300
H -2.32025 0.36439 2.69913
H -2.01123 -1.32717 -0.59804
H 3.65864 -0.00790 -1.19082
H 1.65744 1.66780 -0.78027



24
Properties=species:S:1:pos:R:3 method="wB97M-V/def2-TZVPD" homo_lumo_gap_ev=10.838 homo_energy_ev=-14.7 charge=+1 spin_multiplicity=1
N 0.11286 0.08012 -0.48008
N 2.25857 -3.98027 0.92178
C -1.05640 -0.45155 1.61246
C -1.95395 1.38657 0.17309
C 1.01379 -0.07573 -2.77158
C -0.59966 0.69605 0.59919
C 1.95491 -2.94164 0.44089
C 0.14583 0.40564 -1.72520
C 0.45850 1.61824 1.30887
H -1.62214 -1.02580 0.88811
H -0.48468 1.21870 -2.01877
H 0.74938 -0.72716 -0.23511
H 1.19778 0.66191 -3.67685
H 2.62505 -4.49672 1.71990
H 0.38624 2.55897 0.61819
H 1.94626 -0.45287 -2.28220
H 1.36290 1.04205 1.35875
H -1.90189 2.56381 0.20439
H -2.76893 1.15354 0.86084
H 0.28574 -0.90727 -3.21574
H -1.71517 -0.03937 2.28100
H -2.23982 1.03166 -0.84148
H -0.31943 -1.10759 1.98756
H 0.16427 1.78872 2.27200



25
Properties=species:S:1:pos:R:3 method="wB97M-V/def2-TZVPD" homo_lumo_gap_ev=8.355 homo_energy_ev=-7.5 spin_multiplicity=1
N 1.19457 -0.25151 2.01070
N -2.41731 -0.57392 -1.09972
N 0.40314 -1.65642 -0.60585
C 0.12102 0.23090 1.11957
C -0.98379 1.71559 -1.29008
C -0.36371 0.41687 -1.52043
C 0.55003 -0.22566 -0.49969
C 2.00085 0.15187 -0.84980
C -1.17627 -0.11143 1.86492
C -1.87970 0.57499 -1.26665
H -1.17758 0.28125 2.88984
H -0.89126 2.28384 -0.37617
H 2.23761 -0.08380 -1.89531
H 1.06185 -1.24593 2.19647
H -1.30133 -1.19691 1.96603
H 0.22300 1.31730 1.11195
H -2.08855 0.32640 1.45857
H 1.12083 -2.16073 -0.08904
H -1.07756 2.37881 -2.14502
H 2.73097 -0.39826 -0.24712
H 1.17338 0.21337 2.91744
H 0.24050 -2.05187 -1.53143
H -0.12620 0.14729 -2.54744
H -1.73333 -1.30689 -0.86379
H 2.15886 1.22487 -0.70796



26
Properties=species:S:1:pos:R:3 method="wB97M-V/def2-TZVPD" homo_lumo_gap_ev="6.415 / 4.676" homo_energy_ev="-8.9 / -12.1" charge=+1 spin_multiplicity=3
N 1.28762 2.34840 0.73741
N -0.93865 1.94045 -0.75256
N 0.77507 1.05010 0.86036
N -1.53837 -0.13894 0.27297
C -2.52391 -0.30205 -0.73953
C -2.14911 -1.88153 1.92683
C -0.72288 0.89789 0.03184
C 1.88621 -0.20462 -0.87169
C 1.65162 0.04731 0.37974
C 2.82398 -1.25471 -1.22515
C -1.26901 -1.09659 1.28711
H -0.19516 -0.99582 1.60471
H -3.04871 -2.05223 1.52693
H 3.28919 -0.98103 -2.23340
H -1.83702 -2.72450 2.61737
H -2.95475 -1.29635 -0.61542
H -3.42208 0.37081 -0.71459
H 3.60626 -1.60906 -0.51582
H 2.22020 2.45094 0.39528
H 1.49731 0.50787 -1.66897
H -0.19950 2.62756 -0.63990
H 2.08451 -0.67951 1.05829
H 2.23656 -2.05725 -1.46240
H -1.82426 2.24806 -1.14409
H 1.19439 2.89683 1.58018
H -1.92950 -0.11203 -1.69552



28
Properties=species:S:1:pos:R:3 method="wB97M-V/def2-TZVPD" homo_lumo_gap_ev="4.192 / 3.582" homo_energy_ev="-10.6 / -10.4" charge=+1 spin_multiplicity=1
S -1.49498 -2.52195 3.26810
S -1.39629 -3.19573 5.04524
N -0.25925 -0.10359 2.46224
N 0.11986 0.06987 -2.44685
N 0.45631 0.57815 0.30988
N -1.36724 0.50198 2.71027
C -0.27342 0.85298 -3.57457
C -0.85514 -0.24593 -1.48957
C 0.76241 0.20354 1.54463
C 0.02990 -1.15542 3.45985
C -0.79790 0.71250 -0.23582
C 1.47777 0.01918 -1.92623
C 1.54464 0.84333 -0.68938
H 0.82627 -1.79182 3.38430
H -1.50668 0.25003 0.52915
H -1.84583 -0.29405 -1.90298
H 1.76190 -0.25221 1.69997
H -0.37636 -0.88737 4.39668
H 0.52305 0.73693 -4.31755
H -1.14601 1.69276 -0.48982
H -1.19469 0.28120 -3.94909
H 2.46186 0.76113 -0.09526
H 1.64417 1.90072 -0.95250
H 1.60905 -1.04140 -1.75474
H -1.49739 1.23677 2.07696
H -0.62232 -1.23207 -1.05530
H 2.14584 0.26160 -2.63095
H -0.72954 1.81887 -3.37668



24
Properties=species:S:1:pos:R:3 method="wB97M-V/def2-TZVPD" homo_lumo_gap_ev="7.418 / 7.420" homo_energy_ev="-7.3 / -7.3" spin_multiplicity=1
O 1.31126 -1.37990 -1.51337
N -2.23545 0.65368 -0.23651
C -1.45381 -1.76547 0.92387
C 1.91507 1.27062 -0.59839
C -1.14502 0.16595 -0.77291
C -0.83869 -1.33266 -0.40078
C 0.49488 1.13833 -0.06228
C 0.42398 1.21687 1.45338
C 0.61541 -1.23576 -0.38428
H -0.60526 1.13198 1.80426
H 2.61153 0.57859 -0.12114
H -1.03690 -1.19884 1.75481
H -0.03441 2.00866 -0.45862
H 1.02011 0.43785 1.93651
H -2.24274 1.67317 -0.26440
H 0.81167 2.17720 1.81090
H 0.72665 -1.57872 -2.25877
H 2.28804 2.28698 -0.43206
H -1.27309 -2.82731 1.10252
H -2.52167 -1.55991 0.89992
H -1.20027 -1.97471 -1.21370
H 1.95732 1.09137 -1.67550
H -0.80117 0.34289 -1.80608
H 1.21257 -1.32085 0.51261



Result set for largest force on an atom: 0.079 0.092 0.101 0.097 0.098 0.032 hartree/bohr, one per record in the order listed.
Result set for energy relative to the best compared isomer or geometry (same formula, charge and spin): 169.98 66.25 87.41 133.80 113.32 123.21 kcal/mol, one per record in the order listed.
Result set for DFT total energy: -10468.9248 -10473.4230 -11968.3101 -13448.2906 -35119.9171 -11035.3315 eV, one per record in the order listed.